10
Properties=species:S:1:pos:R:3:forces:R:3 method="wB97M-V/def2-TZVPD" lumo_ev=0.50 orbital_gap_ev=9.97 max_force_ev_per_a=2.4 smiles="O=C1SCCS1" de_lowest_ev=0.225
S 1.3324 0.6163 -0.9255 0.00 -0.77 0.76
S -1.6603 0.6299 -0.2842 1.52 0.21 -0.44
O -0.3074 2.3325 -1.9437 -0.35 -0.36 0.38
C 0.8079 -0.7507 0.2282 -1.42 1.45 -1.24
C -0.2132 1.4021 -1.1998 -0.79 -0.07 0.08
C -0.6433 -0.3801 0.8285 1.14 -1.75 0.47
H 1.6563 -0.8932 0.8804 -0.28 0.13 0.75
H -0.5564 0.0994 1.8190 -0.01 -0.16 -0.54
H 0.6983 -1.6507 -0.3621 -0.01 -0.12 -0.20
H -1.1144 -1.4056 0.9592 0.19 1.45 -0.02

---

9
Properties=species:S:1:pos:R:3:forces:R:3 method="wB97M-V/def2-TZVPD" lumo_ev=-0.30 orbital_gap_ev=8.24 max_force_ev_per_a=2.5 smiles="P[C@H]1C2=P[C@@H]21" de_lowest_ev=3.139
P 0.2698 -1.6430 -1.8120 0.26 -0.42 -0.11
P -0.2383 0.9624 1.3741 -0.16 1.12 -0.54
C -0.7762 -0.7488 -0.7503 -0.85 0.12 2.33
C 0.0076 0.4907 -0.4053 -0.89 -0.47 -0.49
C 0.9883 -0.5710 -0.7303 0.39 -0.53 -0.28
H -0.1144 1.1334 -1.2715 0.33 0.83 0.70
H 0.9347 1.7815 1.4716 -0.17 -0.60 0.24
H -1.2764 -1.1371 0.2173 0.64 -0.18 -1.75
H 0.2049 -0.2682 1.9063 0.46 0.14 -0.11

---

9
Properties=species:S:1:pos:R:3:forces:R:3 method="wB97M-V/def2-TZVPD" lumo_ev="-1.22 / -1.07" orbital_gap_ev="5.89 / 7.53" max_force_ev_per_a=2.1 de_lowest_ev=3.875
P -2.4758 -0.8301 -0.0051 0.39 0.14 0.09
P -2.1620 1.1692 -0.1600 -0.32 0.72 -0.16
C 1.2978 0.6646 0.4659 1.54 0.44 0.22
C -0.8974 -0.0813 -0.1229 -0.48 -1.91 -0.62
C 0.4080 -0.3298 0.3825 0.69 -1.03 -1.54
H 2.3007 0.4155 0.8679 -0.62 0.36 -0.48
H 0.7737 -1.4107 0.3048 -0.67 1.47 0.99
H 1.1712 1.6833 0.0316 -0.29 -0.86 0.86
H -0.4162 -1.2806 -1.7648 -0.24 0.67 0.63

---

8
Properties=species:S:1:pos:R:3:forces:R:3 method="wB97M-V/def2-TZVPD" lumo_ev=0.70 orbital_gap_ev=9.07 max_force_ev_per_a=11.2 smiles=CC#CS de_lowest_ev=2.385
S 0.2549 1.1205 2.6333 0.52 -0.56 0.06
C -0.3776 -0.3754 -1.5429 -0.38 -0.25 2.89
C 0.1631 0.4921 1.0675 -3.99 -4.82 -8.37
C -0.3634 -0.1239 -0.0835 3.74 5.16 9.22
H 1.2095 0.2840 3.1990 -0.64 0.51 -0.60
H -0.0063 0.5167 -1.9607 -0.51 1.06 -1.42
H -1.3169 -0.8815 -1.7507 0.12 0.48 -0.92
H 0.4367 -1.0326 -1.5620 1.13 -1.59 -0.87

---

8
Properties=species:S:1:pos:R:3:forces:R:3 method="wB97M-V/def2-TZVPD" lumo_ev=-0.83 orbital_gap_ev=7.94 max_force_ev_per_a=2.3 smiles="C=CC=S" de_lowest_ev=0.485
S 1.5778 -1.0877 1.0759 0.18 -0.21 0.00
C 0.8445 0.3329 0.7886 0.94 -2.08 0.14
C -0.7186 -0.4864 -0.8399 -0.32 -0.27 -0.91
C -0.2553 0.4825 -0.0959 -1.72 1.26 0.34
H 1.2701 1.0778 1.3701 0.20 2.07 0.67
H -0.9709 1.2889 -0.0881 0.67 1.03 0.55
H -1.6561 -0.2522 -1.3569 0.52 -0.93 -0.13
H -0.0915 -1.3559 -0.8538 -0.47 -0.87 -0.64

---

9
Properties=species:S:1:pos:R:3:forces:R:3 method="wB97M-V/def2-TZVPD" lumo_ev=-0.43 orbital_gap_ev=8.03 max_force_ev_per_a=2.6 de_lowest_ev=3.332
S 2.3943 0.1296 0.2049 1.04 0.91 -0.05
S 1.4279 -1.7945 -0.0733 -0.05 -0.52 0.10
C -0.1663 -1.1232 -0.3623 -0.95 0.59 -0.80
C 2.7639 1.0963 -0.9480 -0.30 -0.04 0.67
C -0.6873 -0.0978 0.3879 -0.95 -1.81 -1.58
H 2.6258 1.2203 -2.0074 -0.03 -0.43 -0.24
H -0.5638 -1.6067 -1.3537 0.17 1.64 2.02
H -0.3729 0.1199 1.4127 0.32 0.12 -0.62
H -1.6109 0.4003 0.0136 0.76 -0.45 0.49

---

9
Properties=species:S:1:pos:R:3:forces:R:3 method="wB97M-V/def2-TZVPD" lumo_ev=-0.14 orbital_gap_ev=8.36 max_force_ev_per_a=4.5 smiles="C=CC1SS1" de_lowest_ev=1.679
S -2.2408 1.2781 0.6930 0.73 -1.00 -0.45
S -2.1734 -0.3978 -0.5997 -1.31 0.27 0.07
C 0.4319 0.3628 -0.4044 -1.49 -2.12 3.62
C -0.9510 0.0012 0.5966 2.84 1.17 -3.09
C 1.5273 -0.3921 -0.3673 -1.45 0.77 1.15
H -0.8681 -0.6852 1.4133 0.34 -0.10 0.43
H 0.2251 1.2143 -0.9591 -0.18 1.45 -1.07
H 2.5009 -0.2110 -0.7184 0.72 0.57 -1.37
H 1.5481 -1.1703 0.3460 -0.19 -1.01 0.71

---

9
Properties=species:S:1:pos:R:3:forces:R:3 method="wB97M-V/def2-TZVPD" lumo_ev="0.19 / 0.19" orbital_gap_ev="8.06 / 8.06" max_force_ev_per_a=3.0 de_lowest_ev=3.192
S -1.6245 -1.3004 0.9013 0.03 0.09 -0.15
S -1.5385 1.7064 -0.3875 -0.27 0.20 -0.09
C -0.1389 -0.6507 1.5838 -1.60 0.52 -2.05
C -0.5189 0.4807 -1.3034 0.13 -0.06 -0.35
C -1.2799 0.0163 -0.1554 1.56 -0.77 2.42
H 0.5532 0.6273 -1.2415 -0.06 -0.04 0.11
H 0.8015 -1.0179 1.2275 0.27 -0.14 -0.04
H -0.2120 0.1578 2.2835 0.01 0.21 0.12
H -0.8806 0.2330 -2.2962 -0.05 0.00 0.03

---

10
Properties=species:S:1:pos:R:3:forces:R:3 method="wB97M-V/def2-TZVPD" lumo_ev=-0.20 orbital_gap_ev=8.37 max_force_ev_per_a=3.8 de_lowest_ev=3.376
S -0.4863 -0.0820 1.0192 0.15 0.21 0.15
S -2.6982 -1.8270 0.2744 -0.82 -0.12 0.35
S 0.5422 -0.6850 -2.6953 -0.02 -0.15 -1.09
C 0.9112 -0.3940 -1.1946 -0.11 0.54 2.44
C 0.4010 0.7841 -0.3424 -2.40 -2.50 -1.59
C -1.6985 -0.5664 0.0228 -0.28 -0.54 -0.41
H 1.3689 -1.1296 -0.5007 0.29 0.15 -0.83
H -2.5423 -2.2308 1.5713 0.16 -0.11 0.02
H 1.1643 1.2995 0.1034 1.84 1.94 0.70
H -0.4659 1.2364 -0.8678 1.21 0.59 0.25

---

12
Properties=species:S:1:pos:R:3:forces:R:3 method="wB97M-V/def2-TZVPD" lumo_ev="-5.78 / -6.00" spin_multiplicity=2 orbital_gap_ev="7.09 / 8.30" max_force_ev_per_a=4.7 s_squared=0.7540 charge=+1 de_lowest_ev=3.183
Ag -1.6822 -2.4565 -0.3943 0.03 -0.03 -0.15
O 0.2806 0.9617 0.9564 0.13 -1.77 -0.21
O -0.6944 -0.5070 -0.5315 0.89 -4.14 1.79
O 0.4267 -0.8256 2.1430 -0.25 -0.64 -1.07
C -0.2448 -0.2677 1.1340 -0.10 3.50 0.45
C 0.2443 1.3625 -0.4074 -2.76 -1.11 -1.70
C 0.4545 0.0729 -1.1938 -0.66 0.46 0.27
H 0.1239 0.1211 -2.2372 0.74 0.33 0.12
H -1.0830 1.0701 -0.6760 3.15 3.45 0.52
H 0.9728 2.1565 -0.5726 -0.82 0.40 0.11
H 1.3811 -0.4811 -1.0099 -0.22 -0.03 -0.12
H -0.1796 -1.2069 2.7893 -0.12 -0.42 0.00

---

13
Properties=species:S:1:pos:R:3:forces:R:3 method="wB97M-V/def2-TZVPD" lumo_ev="-6.63 / -6.70" spin_multiplicity=2 orbital_gap_ev="5.85 / 9.28" max_force_ev_per_a=7.6 s_squared=0.7530 charge=+1 de_lowest_ev=0.672
Al 1.5704 0.3456 -0.0607 0.56 2.11 -1.91
O 2.0590 1.2238 -1.5667 1.42 -2.48 1.57
O 0.5960 2.7880 -2.3200 1.20 -2.22 1.90
O 0.4498 1.8426 -0.2676 -3.56 -1.70 3.19
O 0.8692 -0.5451 1.0478 1.18 -0.90 0.93
C 1.0380 1.9915 -1.5179 -2.90 5.19 -4.77
C -0.4015 -0.8256 1.3807 -1.76 -1.63 0.96
C -1.1228 -1.7267 0.4244 0.17 0.28 -0.22
H -2.0531 -2.1015 0.8734 0.29 0.18 -0.35
H -0.6268 1.7688 -0.0395 3.71 0.75 -1.36
H -0.4907 -2.5789 0.1035 -0.18 0.17 0.45
H -1.3265 -1.1895 -0.5173 -0.33 -0.12 0.17
H -0.5610 -0.9930 2.4600 0.21 0.38 -0.56

---

25
Properties=species:S:1:pos:R:3:forces:R:3 method="wB97M-V/def2-TZVPD" lumo_ev=4.04 orbital_gap_ev=6.49 max_force_ev_per_a=1.5 charge=-2 de_lowest_ev=0.000
As 0.6230 3.7031 1.3567 -0.63 0.17 -0.68
K 0.0691 0.0382 1.2005 -0.61 0.77 -0.88
F 0.4064 2.5208 0.1083 0.25 -0.04 0.21
F 0.6329 2.4300 2.5753 0.40 -0.57 -0.03
F 0.8239 4.8320 2.6379 0.35 0.55 0.64
F -1.0680 3.8025 1.5468 -0.69 0.09 0.17
F 0.5527 5.0139 0.2242 0.18 0.10 -0.25
F 2.3335 3.6118 1.1453 0.36 -0.20 0.22
O 2.1068 -1.5074 -2.8168 -0.28 -0.25 -0.11
O -3.2358 -0.8404 -0.2430 0.06 -0.03 -0.24
O -0.3116 -4.4425 1.2075 -0.08 -0.06 0.01
O -4.5759 0.4405 1.0055 0.37 -0.18 -0.30
O 1.0359 -0.2120 -1.3169 0.38 -0.56 0.22
O 2.4329 0.7048 -2.8413 -0.20 -0.45 -0.03
O -2.4535 1.1096 0.5641 -0.21 -1.09 0.11
O -1.1353 -2.7228 0.1830 -0.17 -0.21 0.32
N -0.2396 -3.4902 0.4442 0.07 0.14 -0.20
C -3.4284 0.3310 0.4986 -0.25 1.12 0.65
C 1.0485 -3.2075 -0.2048 1.30 -0.69 -0.45
C 1.8290 -0.2223 -2.2728 0.02 1.02 0.31
H 1.4814 -2.3127 0.2282 -0.18 0.21 -0.20
H -4.1229 -1.2150 -0.2393 0.02 -0.15 0.06
H 1.7410 -4.0380 -0.0607 -0.30 -0.04 0.38
H 2.5062 -1.2422 -3.6516 0.28 -0.18 -0.03
H 0.9476 -3.0852 -1.2790 -0.42 0.52 0.09

---

9
Properties=species:S:1:pos:R:3:forces:R:3 method="wB97M-V/def2-TZVPD" lumo_ev=0.40 orbital_gap_ev=10.18 max_force_ev_per_a=5.4 de_lowest_ev=2.111
C -1.1988 -0.5465 -0.3098 0.31 1.41 1.13
C -1.1699 0.6491 0.1808 1.27 -3.02 -1.54
C 0.1164 -0.2396 0.4924 -1.46 0.70 -1.61
B 1.4619 0.0137 -0.1492 -2.77 1.69 -4.35
H -1.3969 1.6574 0.1311 -0.64 1.48 0.24
H 2.3340 -0.1291 0.4895 2.84 -0.35 1.33
H 0.0358 -0.5570 1.4776 0.37 -0.79 1.77
H 1.4867 0.5329 -1.5161 0.09 -1.26 3.12
H -1.6691 -1.3810 -0.7964 0.00 0.14 -0.10

---

21
Properties=species:S:1:pos:R:3:forces:R:3 method="wB97M-V/def2-TZVPD" lumo_ev=-5.19 orbital_gap_ev=8.72 max_force_ev_per_a=4.6 charge=+1
Cl -1.1658 1.1522 0.2737 0.22 0.27 -0.50
Cl 1.5005 3.7420 0.3381 -0.07 0.07 0.08
Cl 1.5877 5.1099 2.8940 -0.25 -0.14 -0.33
Cl -0.9116 3.9926 1.9378 0.02 -0.02 -0.02
Cl 0.2240 6.3277 0.6466 0.05 -0.40 0.16
F 1.9562 -3.6734 -1.8221 -0.71 2.50 2.43
F 3.0079 -2.2953 -0.4029 -3.09 -0.38 -0.55
F 1.1301 -3.3913 0.2528 1.00 1.92 -1.91
O -2.1882 -1.4472 0.9543 1.83 -0.19 -2.78
O -2.5065 -2.1057 -1.4100 1.42 2.00 2.19
O 0.9502 -1.7092 -1.3921 0.40 -0.27 2.27
N -0.8381 -0.2029 -0.7925 0.16 -0.47 -0.32
C 0.5574 -0.7109 -0.4393 1.50 1.01 0.86
C 1.7442 -2.7152 -0.8088 1.53 -2.84 -1.37
C 0.6012 4.7950 1.4545 0.21 0.41 0.09
B -1.8806 -1.2796 -0.4547 -3.09 -3.16 1.26
H -1.5313 -2.1060 1.2721 -0.76 0.30 0.37
H -0.8940 0.1029 -1.7805 0.19 0.03 0.40
H 1.2596 0.2010 -0.4397 -1.09 -1.36 -0.32
H 0.5030 -1.0641 0.6392 0.00 0.15 -1.41
H -3.1059 -2.7225 -0.9205 0.50 0.57 -0.59

---

23
Properties=species:S:1:pos:R:3:forces:R:3 method="wB97M-V/def2-TZVPD" lumo_ev=1.44 orbital_gap_ev=6.74 max_force_ev_per_a=4.2 charge=-1
I -0.0075 1.9927 3.1078 -0.05 -0.37 -1.00
Cl -4.7056 -2.8779 -0.7847 0.02 0.03 -0.08
S -0.8680 -0.3361 -0.6413 -2.31 -3.49 -0.63
F -0.0598 2.8066 -0.1088 0.14 -0.11 0.08
O -4.9445 -1.7543 0.0979 0.02 -0.04 -0.01
O -1.1426 0.2825 0.8731 0.54 0.75 -1.07
O -0.1906 -1.6214 -0.4266 -0.33 3.01 -0.45
O -4.5165 -2.3988 -2.1374 -0.04 -0.06 0.11
O -5.8440 -3.7730 -0.7437 0.04 0.03 0.01
O -2.0877 -0.3777 -1.4419 2.99 1.16 1.81
O 2.6840 3.1472 0.0135 -1.05 -1.74 -0.49
O 3.1216 0.9008 -0.6937 -1.04 0.58 0.90
O 0.2060 0.8373 -1.1386 -1.05 -1.12 1.24
O -3.5193 -3.5867 -0.3515 -0.04 0.04 0.00
C 0.1090 0.8751 1.2727 0.37 -1.38 -0.77
C 0.6147 1.6029 -0.0160 0.02 0.75 0.18
C 3.5535 0.0155 0.3436 0.10 -1.05 0.40
B 2.1949 1.8543 -0.2349 1.63 1.30 0.06
H 0.7777 0.0065 1.4443 -0.10 0.67 0.31
H 3.5955 3.1501 -0.2942 0.25 0.14 0.09
H 4.4962 -0.4699 0.0178 -0.47 0.52 0.25
H 2.8364 -0.8206 0.5285 0.24 0.63 -0.29
H 3.6966 0.5451 1.3144 0.13 -0.25 -0.64

---

13
Properties=species:S:1:pos:R:3:forces:R:3 method="wB97M-V/def2-TZVPD" lumo_ev=0.03 orbital_gap_ev=8.88 max_force_ev_per_a=4.2 de_lowest_ev=3.475
O -2.6084 0.0533 -0.4231 0.02 0.27 0.06
O -1.2203 1.6827 0.6990 -0.37 3.73 0.25
N 1.5909 -1.5776 -0.5356 -0.07 -2.43 -1.58
N -0.1750 -0.2439 -0.0471 2.21 0.13 0.06
C 1.7804 0.3840 0.6405 -3.80 -1.23 -1.26
C 2.3050 -0.7022 0.1784 -0.23 0.97 -0.19
C 0.3371 -1.3171 -0.6542 -0.35 1.04 1.85
B -1.4013 0.5166 0.0732 0.07 -1.87 -1.27
H -1.5440 2.5295 0.2767 0.30 -1.77 0.89
H -0.1773 -2.1284 -1.0957 -1.27 -0.30 -0.77
H -3.3840 0.6212 -0.2728 0.64 -0.28 0.02
H 1.2035 1.1308 1.0522 0.08 1.86 1.29
H 3.2934 -0.9490 0.1086 2.79 -0.12 0.65

---

11
Properties=species:S:1:pos:R:3:forces:R:3 method="wB97M-V/def2-TZVPD" lumo_ev=-0.14 orbital_gap_ev=7.80 max_force_ev_per_a=4.0 de_lowest_ev=3.819
O 2.6792 -0.2276 0.0901 0.47 3.05 1.50
O -0.1424 -1.6283 0.0793 1.19 1.41 0.68
C -1.1914 -0.7887 0.0578 0.18 -0.73 -1.45
C -0.9142 0.6675 0.1545 1.31 -0.66 -1.42
C 0.3753 1.1988 0.0538 -1.41 1.30 0.06
B 1.5070 0.2703 0.0005 -2.75 -1.36 0.48
H -1.7579 -1.0377 -0.9329 0.32 1.30 0.78
H 2.8140 -1.0079 -0.3460 0.72 -3.52 -1.71
H -2.0861 -0.8864 0.7251 0.55 -0.64 0.64
H -1.8827 1.1260 0.1620 0.04 1.47 0.11
H 0.5993 2.3140 -0.0443 -0.63 -1.62 0.32

---

13
Properties=species:S:1:pos:R:3:forces:R:3 method="wB97M-V/def2-TZVPD" lumo_ev=0.06 orbital_gap_ev=8.33 max_force_ev_per_a=3.7 smiles="OB(O)[C@@H]1C=COO1" de_lowest_ev=1.814
O -2.0312 1.8327 0.2731 -0.88 -0.10 -0.78
O 1.6498 -1.1347 1.1711 2.12 -1.56 1.76
O -1.5867 0.5625 -0.2059 0.46 -1.19 -0.01
O -0.2718 -1.9792 0.0985 -0.95 -3.58 0.49
C -0.1617 0.5029 0.0562 0.72 0.09 1.95
C -0.0148 1.5462 1.2005 -0.27 -0.73 -1.07
C -1.1525 2.2150 1.2031 1.61 -2.14 -1.20
B 0.4668 -0.9695 0.5658 -1.22 0.84 -1.54
H 0.8124 1.5571 1.8745 0.19 0.27 0.24
H 0.2968 0.8112 -0.8719 0.69 0.26 -0.31
H -0.1098 -2.9385 0.4108 -0.15 2.50 -0.76
H 2.0096 -2.0602 1.4590 -1.41 2.65 -1.09
H -1.6122 2.8767 1.7980 -0.93 2.70 2.33

---

9
Properties=species:S:1:pos:R:3:forces:R:3 method="wB97M-V/def2-TZVPD" lumo_ev="-0.13 / -0.23" orbital_gap_ev="8.18 / 9.81" max_force_ev_per_a=0.7 de_lowest_ev=4.786
Br -1.4333 0.5266 -2.6779 0.00 0.13 -0.13
C 0.6813 0.0781 -0.5676 0.15 -0.07 -0.27
C -0.6987 0.0604 -1.0538 0.01 -0.48 0.48
C -0.4260 0.8421 0.1530 -0.21 0.17 -0.03
H -1.6827 -2.4328 -0.2179 0.08 0.23 -0.08
H -0.7532 0.4559 1.1077 -0.06 -0.09 0.06
H 1.0699 -0.8081 -0.0861 -0.03 -0.10 0.06
H -0.4541 1.9226 0.0929 0.09 0.07 -0.08
H 1.4300 0.6220 -1.1301 -0.03 0.14 -0.01

---

9
Properties=species:S:1:pos:R:3:forces:R:3 method="wB97M-V/def2-TZVPD" lumo_ev="1.05 / -2.54" spin_multiplicity=3 orbital_gap_ev="9.42 / 7.47" max_force_ev_per_a=8.2 s_squared=2.0330 de_lowest_ev=3.265
Br 1.6520 1.4176 -0.0575 0.39 1.11 -1.08
C 1.4585 -0.1270 0.9603 7.42 1.80 2.98
C -0.7283 -0.4911 -0.9520 1.71 -0.80 0.03
C -1.9044 -0.0351 -1.1037 -2.68 2.56 1.20
H 0.5577 -0.3771 0.8985 -7.88 -1.52 0.68
H 1.9120 -0.9867 0.5789 1.57 -0.94 -1.05
H 1.9364 0.0798 1.9777 -1.26 -0.45 -1.27
H -2.5239 -0.2256 -1.9752 -0.11 -0.17 -0.07
H -2.3599 0.7454 -0.3270 0.85 -1.60 -1.43